No. 1
C26H36CoN4S5Si2 | ωB97M-V with the def2-TZVPD basis set

Geometry as XYZ:
```
74
Properties=species:S:1:pos:R:3
S -1.280 1.894 1.925
Si 2.360 1.572 1.293
H 2.189 2.662 -0.939
C 2.389 -2.610 3.274
H -3.429 -0.447 -0.773
H -3.439 -4.039 0.370
H 1.264 -4.400 3.642
H -3.265 3.626 -2.175
N -5.243 6.579 2.228
H 1.965 -1.813 -0.346
C -2.305 2.961 1.011
C -4.641 5.783 1.655
C 0.163 -3.003 2.447
H -0.708 -3.643 2.368
H -2.748 -3.125 3.235
C 2.418 -1.372 2.655
H -3.767 0.259 0.807
H 3.281 -2.461 -5.212
H 3.244 -2.948 3.849
C 2.551 -2.047 -4.513
H -1.680 -4.148 0.407
H -2.997 4.026 2.739
S -0.668 -1.492 -2.480
H -4.149 -2.130 2.848
H -2.479 -3.340 -0.950
H 2.409 3.835 0.372
C -3.056 3.939 1.662
Si -2.480 -1.855 1.056
C -1.187 -2.325 -3.997
C -3.207 3.714 -1.098
C -3.881 4.799 0.952
C 1.321 -0.931 1.902
H 3.013 3.125 3.120
C -4.798 5.551 -1.214
H 4.143 0.427 -0.031
N -0.843 -1.188 1.074
N 1.208 0.234 1.188
H 1.349 2.561 3.327
N -5.473 6.249 -1.831
H -0.640 -2.983 -5.954
H 3.296 -0.744 2.749
C -3.055 -2.160 2.829
H 2.230 -2.869 -3.875
C 3.231 -0.966 -3.684
C -0.129 -2.715 -5.027
C 0.546 -2.634 -1.762
H -2.692 -1.379 3.500
C 0.169 -1.751 1.818
C 1.268 -3.429 3.163
S 1.110 -1.465 -5.451
H 4.242 -1.304 -3.438
S -1.464 1.621 -1.218
Co -0.491 0.511 0.468
H 2.700 1.512 3.777
H -1.889 -1.613 -4.435
H -1.763 -3.227 -3.764
C -3.957 4.686 -0.450
H 2.725 -2.721 -1.625
C 4.124 1.033 0.875
H -4.681 -1.161 0.266
H 0.820 3.121 0.066
C -2.381 2.843 -0.388
H 0.672 -3.489 -2.429
H 3.339 -0.056 -4.278
H 0.124 -3.016 -0.835
H 4.624 0.483 1.675
C -3.697 -0.681 0.256
H 0.400 -3.615 -4.710
C 1.928 -2.003 -1.418
C -2.516 -3.504 0.128
C 2.358 2.251 3.050
S 2.371 -0.431 -2.186
C 1.889 2.917 0.078
H 4.714 1.935 0.682
```

Properties
- Charge: -1
- Energy above the lowest of the compared OMol25 structures with the same formula, charge and spin: 0.0000 eV
- 2S+1: 1
- HOMO-LUMO gap (alpha / beta): 0.2475 / 0.2475 Ha


No. 2
C26H36N2NiO4S | ωB97M-V with the def2-TZVPD basis set

Geometry as XYZ:
```
70
Properties=species:S:1:pos:R:3
H 1.460 -3.062 -4.351
Ni -0.732 0.377 -0.727
C 0.760 -2.823 -3.542
C 3.211 0.604 -1.502
C -1.429 0.532 3.246
H -2.606 -1.298 -0.115
H 4.500 -0.149 0.853
H 0.516 -0.939 -5.601
C -4.702 -1.079 0.055
H -4.323 -0.022 4.950
C -0.164 1.362 3.378
C 1.429 -0.853 0.419
C -2.365 0.561 4.276
H 0.412 1.218 2.465
H 1.618 1.532 4.609
O -3.247 1.884 -3.139
H -4.876 -1.598 -0.890
C 2.017 -0.097 -1.782
C 3.424 2.876 -0.468
H 3.455 3.433 0.474
O -2.626 -0.424 -2.587
S -2.401 1.017 -2.347
C 1.815 -0.600 -3.088
H 2.680 -0.901 -5.018
H -3.541 -3.571 -0.021
H 0.406 3.456 3.498
C -1.709 -0.173 2.050
H 0.999 -0.119 4.457
H -1.078 -1.260 -4.888
H -5.532 -1.306 0.734
N -0.743 -0.301 1.059
H 5.130 1.219 -2.238
C -3.328 -3.020 0.900
H 0.646 -1.335 2.351
H -4.688 -0.011 -0.158
N 1.054 -0.292 -0.806
H 2.544 3.198 -1.029
H 2.407 -1.313 0.535
C -3.599 -0.052 4.142
H -4.075 -3.304 1.651
C 4.211 0.686 -2.468
H 4.827 0.200 -4.471
H 5.504 1.079 0.068
H -4.873 -1.155 2.823
C 0.526 -1.314 -3.447
C -0.507 2.851 3.476
C -2.992 -0.752 1.896
H -0.182 -3.342 -3.740
H -2.345 -3.329 1.264
H 2.466 1.179 0.391
H -1.080 3.069 4.382
C 2.833 -0.486 -4.027
C 0.496 -0.862 1.386
H -1.103 3.159 2.616
H -2.133 1.102 5.190
H 1.175 -3.210 -2.609
O -2.546 1.274 -0.857
C -3.358 -1.513 0.637
C -3.902 -0.685 2.944
H -0.185 -1.142 -2.641
C 3.362 1.370 -0.201
H 4.312 3.141 -1.049
H 0.173 1.042 5.506
H 4.633 1.469 1.559
O -0.927 1.301 -2.545
C 4.571 0.914 0.617
C 0.707 0.928 4.557
C -0.116 -0.769 -4.722
C 4.041 0.132 -3.726
H -0.309 0.298 -4.614
```

Properties
- Charge: -2
- 2S+1: 1
- HOMO-LUMO gap (alpha / beta): 0.1786 / 0.1785 Ha


No. 3
C26H36N2O5PdSSi | ωB97M-V with the def2-TZVPD basis set

Geometry as XYZ:
```
72
Properties=species:S:1:pos:R:3
H -0.352 2.767 -0.693
H -0.689 -4.766 -1.102
H -0.591 1.898 -5.529
H -0.544 -0.295 -3.369
H 0.117 -0.159 2.997
C 1.490 -2.748 -1.495
C 2.661 -5.957 1.387
H 3.693 -0.351 -0.356
C 1.224 -2.454 0.736
O 2.218 1.062 -0.787
H 2.249 3.105 -2.503
H 1.463 4.025 -3.788
C -0.910 -4.891 -0.049
C 3.635 -3.786 1.689
C 4.747 -4.368 2.279
Pd 0.300 0.057 -0.852
H -1.253 3.386 -4.854
C -0.895 2.835 -1.640
H 4.162 0.974 -1.470
C -1.328 -0.891 -1.172
O 1.080 -1.935 1.825
O 1.595 -2.466 -2.673
H 1.982 1.850 2.474
S -2.470 -1.827 -1.435
C -0.290 0.735 2.525
H -2.064 1.418 1.548
H 0.517 -4.533 2.995
O 0.468 1.015 1.337
C 1.857 1.191 1.609
H -2.924 -1.728 2.852
C 0.252 0.279 -2.900
C 3.775 -6.540 1.971
H 3.528 1.989 0.521
C -2.440 -5.550 1.689
H 3.585 -2.708 1.597
C -2.155 -5.373 0.344
H -2.894 -5.626 -0.405
H -2.030 1.840 -4.509
N 1.617 -3.981 -0.934
C 2.454 1.850 0.397
H 1.841 -6.581 1.052
H -1.152 -1.961 2.736
H 3.081 -0.340 -2.021
H 3.823 -7.615 2.081
H 5.686 -6.200 2.883
Si 0.020 2.153 -3.136
C 0.059 -4.590 0.901
H -1.857 2.330 -1.516
H 1.988 2.820 0.222
H -1.107 3.896 -1.802
H 2.243 2.491 -4.157
C -2.068 -1.782 2.173
C -1.064 2.331 -4.646
H 1.955 -4.771 -1.456
H 5.557 -3.744 2.634
H -1.687 -5.391 3.693
C 2.584 -4.575 1.239
C 4.820 -5.746 2.420
C 1.399 -3.976 0.501
H -0.184 1.589 3.201
H -2.211 -2.614 1.484
C -1.743 0.568 2.154
C -0.234 -4.770 2.251
O -1.984 -0.594 1.391
C 1.649 3.018 -3.407
H -3.405 -5.933 1.995
C -1.474 -5.248 2.641
C 3.370 0.284 -1.181
H 2.309 0.220 1.829
H 1.184 -0.202 -3.181
H -2.341 0.562 3.073
N 1.229 -1.830 -0.469
```

Properties
- Charge: +1
- Energy above the lowest of the compared OMol25 structures with the same formula, charge and spin: 0.0000 eV
- 2S+1: 2
- ⟨S²⟩: 0.75
- HOMO-LUMO gap (alpha / beta): 0.2696 / 0.2396 Ha


charge of number 2 (C26H36N2NiO4S)?
-2